1) # C2H5N3S2

2 unconnected molecules or ions with the total composition C2H5N3S2 (wB97M-V/def2-TZVPD, the OMol25 dataset).

Last column: natural (NBO) charge in e.
Atoms and positions in Å:
H -2.301 -1.669 1.451  0.215
H 1.356 -1.007 0.427  0.363
S -3.697 0.322 1.141  0.138
H -2.441 1.759 -2.120  0.222
C -2.547 -0.943 0.709  -0.097
N 1.189 -0.426 1.230  -1.089
H 0.198 -0.231 1.141  0.358
N -1.874 -0.909 -0.351  -0.258
C -2.693 0.836 -1.576  -0.130
N -1.748 0.116 -1.154  -0.210
S -4.267 0.596 -0.867  0.121
H 1.775 0.424 1.259  0.367

* 2S+1: 1
* LUMO energy: -0.02751 Ha
* SMILES: C1=NN=CSS1.N
* net charge: 0

2) # C2H5N3S2

C2H5N3S2 in the gas phase (wB97M-V/def2-TZVPD, the OMol25 dataset).

Last column: natural (NBO) charge in e.
Atoms and positions in Å:
H -0.940 2.814 -0.352  0.361
S 0.561 0.594 -0.881  0.168
C 2.686 -0.626 0.033  -0.133
C -1.149 0.915 -0.063  0.315
S -1.670 -1.600 -0.417  0.172
H -3.028 0.291 0.261  0.424
N 1.585 -0.150 0.713  -0.404
H -1.055 -2.329 0.636  0.127
H 3.412 -1.164 0.776  0.200
N -1.836 -0.091 0.376  -0.759
N -1.599 2.071 0.141  -0.683
H 3.033 -0.724 -1.223  0.212

* 2S+1: 1
* LUMO energy: -0.00227 Ha
* SMILES: [H]/N=C(/NS)SN=C
* net charge: 0

3) # C2H5N3S2

C2H5N3S2 in the gas phase (wB97M-V/def2-TZVPD, the OMol25 dataset).

Last column: natural (NBO) charge in e.
Atoms and positions in Å:
N 0.152 0.510 -0.675  -0.600
H 0.004 -2.204 1.433  0.441
H 0.600 2.337 -1.158  0.185
C -0.510 -0.591 0.073  0.559
N 0.361 -1.355 0.812  -0.792
S -1.733 2.438 -0.992  -0.112
H 1.121 0.434 -0.672  0.401
H 2.515 -0.778 1.472  0.111
C -0.268 1.726 -0.990  -0.064
N -1.729 -0.773 0.279  -0.704
H -2.481 -0.093 -0.032  0.399
S 1.968 -1.653 0.449  0.176

* 2S+1: 1
* LUMO energy: 0.01349 Ha
* SMILES: [H]/N=C(/NS)NC=S
* net charge: 0

4) # C2H5N3S2

A molecular structure, C2H5N3S2 (wB97M-V/def2-TZVPD, the OMol25 dataset).

Last column: natural (NBO) charge in e.
Atoms and positions in Å:
S 3.366 -0.527 -0.046  -0.194
H -0.906 0.900 -0.421  0.208
N 0.487 -0.963 -0.327  -0.632
H 2.335 1.566 -0.240  0.407
C 1.660 -0.166 -0.146  0.299
H 0.797 1.465 0.817  0.385
N -1.806 -0.939 0.115  -0.632
H 0.563 -1.971 -0.596  0.454
S -3.166 -0.050 -0.252  0.202
C -0.741 -0.297 -0.211  0.230
H -4.001 -0.228 1.534  0.097
N 1.414 1.212 -0.225  -0.824

* 2S+1: 1
* LUMO energy: -0.03833 Ha
* net charge: 0

Winner for stability: 3)